11
Properties=species:S:1:pos:R:3:forces:R:3 method="wB97M-V/def2-TZVPD" homo_lumo_gap_ev=8.947 spin_multiplicity=1 e_above_lowest_kj_mol=514.1 energy_ha=-744.5697 fmax_ev_per_a=5.6 homo_ev=-9.13 lumo_ha=-0.007
C -0.5335 1.0330 -0.1643 -1.59 3.92 -0.05
C 0.8699 0.9790 -0.3023 4.46 -2.72 1.87
C 1.3541 -0.3640 -0.0703 0.22 1.65 -1.63
H -1.0736 -2.0719 1.0463 0.19 -0.20 -2.77
H -2.1812 0.1011 0.3906 -4.94 1.20 0.63
H 1.6272 2.0450 -0.1748 -2.68 -3.70 -0.81
H 0.6621 -1.6627 -0.1839 1.98 4.37 0.59
N -1.2916 -0.0702 0.2132 5.26 -0.95 -1.68
O -1.0828 2.1429 -0.2685 -0.19 -1.60 0.36
F 2.6801 -0.4981 -0.1050 0.45 -0.01 0.34
S -1.0306 -1.6342 -0.3809 -3.18 -1.96 3.13

=====

10
Properties=species:S:1:pos:R:3:forces:R:3 method="wB97M-V/def2-TZVPD" homo_lumo_gap_ev="9.054 / 3.831" total_charge=+1 spin_multiplicity=2 e_above_lowest_kj_mol=222.3 energy_ha=-229.8476 fmax_ev_per_a=4.8 homo_ev="-15.49 / -15.49" lumo_ha="-0.236 / -0.428"
C 0.2480 -1.0637 2.1037 -1.09 -1.72 3.06
H -0.4064 -0.3785 1.6292 -0.84 0.79 0.17
H -0.1177 -2.0867 2.0022 0.10 0.05 -0.65
H 1.1997 -0.9490 1.7420 2.39 0.02 -1.15
H 0.3661 -1.0394 3.2389 -0.57 0.87 -1.44
O -0.3682 1.4093 -0.8248 0.52 0.65 2.30
C -0.6286 1.1973 -1.9710 0.28 -1.72 -4.45
O 0.1915 1.0532 -3.0008 1.38 0.13 2.83
H -1.6266 0.8827 -2.3006 -0.87 0.52 0.52
H 1.1420 0.9749 -2.6189 -1.30 0.41 -1.19

=====

14
Properties=species:S:1:pos:R:3:forces:R:3 method="wB97M-V/def2-TZVPD" homo_lumo_gap_ev=9.034 spin_multiplicity=1 e_above_lowest_kj_mol=257.9 energy_ha=-1098.9757 fmax_ev_per_a=2.3 homo_ev=-8.53 lumo_ha=0.018 smiles="NC(=S)O/N=C/CS"
N -2.7454 0.4931 0.0143 -1.46 0.15 -0.18
C -2.1827 0.7606 -1.1724 1.70 -0.62 0.55
S -2.8216 1.1778 -2.6177 -0.30 -0.03 0.31
O -0.7905 0.6045 -1.1567 -0.52 -0.08 0.94
N -0.1909 0.1612 0.1298 -1.10 0.95 -1.81
C 1.0458 0.1177 -0.0746 1.18 -1.05 0.99
C 1.9155 -0.4031 1.0381 -0.42 0.38 0.58
S 2.4736 -2.0971 0.7638 0.30 0.00 -0.34
H -3.7761 0.4610 0.0787 1.28 0.19 -0.10
H -2.1679 0.3486 0.8330 -0.15 -0.10 -0.30
H 1.5710 0.2861 -1.0039 -0.44 0.34 -0.45
H 1.3630 -0.4174 1.9818 0.00 0.07 -0.18
H 2.7916 0.2232 1.1828 -0.01 0.11 -0.03
H 3.5145 -1.7163 0.0029 -0.05 -0.31 0.01

=====

55
Properties=species:S:1:pos:R:3:forces:R:3 method="wB97M-V/def2-TZVPD" homo_lumo_gap_ev="4.373 / 4.223" spin_multiplicity=1 e_above_lowest_kj_mol=319.9 energy_ha=-2103.3549 fmax_ev_per_a=5.0 homo_ev="-3.97 / -3.69" lumo_ha="0.015 / 0.020"
P -2.4144 0.5883 1.0845 1.91 1.10 -0.86
P 1.0939 -1.3420 1.9514 0.03 1.19 -2.28
C -0.5505 1.0188 0.9653 -0.25 -0.42 0.32
C 0.6203 0.1030 0.6936 1.91 0.16 -0.03
H -0.3627 1.4821 1.9537 -0.15 -0.01 -0.39
H -0.4693 1.7831 0.1757 -0.11 -0.17 0.57
H 1.0070 0.0881 -0.3863 -0.96 0.09 1.37
H 1.5067 0.7535 0.8397 -0.66 -0.11 0.49
C 2.6257 -0.3659 2.3466 0.55 -0.52 0.64
H 2.9631 -0.7770 3.3149 0.41 0.42 -0.40
H 2.3266 0.7037 2.4723 0.38 -0.96 0.16
H 3.4193 -0.4588 1.5645 -0.59 0.17 0.70
C 1.8286 -2.6847 0.7589 0.23 -0.40 0.97
H 2.8689 -2.4409 0.4668 -0.53 -0.01 0.02
H 1.2902 -3.1699 -0.1196 0.11 0.85 0.88
H 1.8799 -3.5078 1.5025 0.21 0.11 -0.62
C -2.6508 2.3800 0.8244 -1.10 0.95 -0.19
H -3.7077 2.5401 1.0797 0.18 0.60 -0.12
H -2.4967 2.6337 -0.2436 -0.02 0.21 0.71
H -1.9968 3.0199 1.4569 -0.57 -0.51 -0.28
C -2.7952 0.1710 -0.7014 -0.98 -0.11 -0.69
H -2.3643 -0.6898 -1.3096 -0.63 0.89 1.10
H -2.6983 1.1048 -1.3020 0.09 -0.92 0.31
H -3.8849 -0.0396 -0.6564 0.45 -0.06 -0.27
Ca -0.1020 -1.3264 -1.2205 -1.51 -0.98 -0.47
C 2.0878 -0.6155 -2.2695 1.76 -0.37 -0.26
C 2.8358 0.1630 -1.4656 0.22 0.81 0.73
C 2.8640 1.6937 -1.5597 0.37 0.89 -0.90
C 1.6187 2.3995 -2.3022 2.06 0.63 0.57
C 0.2710 1.8882 -2.0257 -0.57 0.55 0.01
C -0.3095 0.8589 -2.7435 -0.92 -1.72 -0.80
C 0.3630 0.2847 -3.9740 0.32 -0.03 -0.97
C 1.8404 -0.2005 -3.6692 -1.91 0.50 -1.71
C -3.7767 -1.2582 3.2857 -0.84 -0.37 0.14
H 1.9720 -1.6993 -2.0689 0.85 0.26 -0.19
H 3.5129 -0.2561 -0.6961 -0.90 0.03 -0.07
H 3.7822 2.0272 -2.1425 -0.70 -0.45 0.62
H 2.9906 2.2246 -0.5637 -0.22 -1.13 -0.85
H 1.6703 3.4347 -1.9152 0.01 -0.32 -0.29
H 1.8837 2.4862 -3.3769 -0.30 -0.16 0.42
H -0.3950 2.5984 -1.5507 -0.05 0.01 0.17
H -1.4132 0.7547 -2.7614 0.81 0.38 -0.08
H 0.4464 1.0593 -4.8094 -0.12 -0.66 0.70
H -0.2364 -0.5646 -4.4189 0.56 0.83 0.62
H 2.0004 -1.0568 -4.3394 0.29 0.06 0.25
H 2.5196 0.5968 -3.9954 0.01 -0.38 0.33
H -4.2501 -1.9037 4.0959 0.24 0.43 -1.51
H -4.4207 -1.0142 2.4013 0.43 -0.08 1.25
H -3.5153 -0.3832 3.8998 -0.06 0.27 -0.64
C -1.8451 -2.7042 3.9907 -0.34 -0.14 -0.01
C -2.4817 -1.8738 2.8701 3.19 -0.47 -2.21
O -1.8257 -1.7350 1.7672 -2.97 -1.12 3.90
H -1.3590 -2.0536 4.7603 -0.21 -0.42 -0.78
H -1.1554 -3.4169 3.5467 0.37 0.25 0.14
H -2.6115 -3.3014 4.5183 0.23 0.39 -0.21

=====

17
Properties=species:S:1:pos:R:3:forces:R:3 method="wB97M-V/def2-TZVPD" homo_lumo_gap_ev=6.416 total_charge=-1 spin_multiplicity=1 e_above_lowest_kj_mol=281.1 energy_ha=-363.6174 fmax_ev_per_a=1.3 homo_ev=-2.53 lumo_ha=0.143 smiles=[O-]CNCCCO
O 1.9059 -1.5584 1.5556 -0.11 -0.09 0.02
C 0.8121 -0.8183 1.7135 0.68 -0.28 -0.32
N -0.1537 -0.8638 0.5376 0.04 0.28 0.40
C 0.5166 -0.5207 -0.7274 -0.74 0.02 1.04
C 0.2952 0.9586 -1.0951 0.10 0.62 -0.55
C -0.9664 1.6102 -0.5700 0.02 -0.58 0.41
O -2.1397 1.1366 -1.2146 -0.39 0.01 -0.70
H 0.1649 -1.1351 2.5633 -0.09 0.21 0.12
H 1.0737 0.2577 1.8345 -0.37 0.31 0.14
H -0.4038 -1.8435 0.5304 0.05 -0.14 -0.33
H 1.5881 -0.6404 -0.5889 0.24 -0.60 -0.31
H 0.0914 -1.2405 -1.4284 0.38 0.33 -0.64
H 0.3119 1.1234 -2.1808 -0.03 -0.28 -0.08
H 1.1436 1.5633 -0.7559 -0.01 -0.15 0.31
H -0.9410 2.6889 -0.7050 -0.02 0.13 -0.08
H -1.0740 1.3609 0.4815 0.23 0.22 0.30
H -2.0272 0.1907 -1.3558 0.02 0.00 0.27

=====

176
Properties=species:S:1:pos:R:3:forces:R:3 method="wB97M-V/def2-TZVPD" homo_lumo_gap_ev=5.917 total_charge=+7 spin_multiplicity=1 energy_ha=-3362.0841 fmax_ev_per_a=9.8 homo_ev=-22.94 lumo_ha=-0.626
N -0.3500 -0.5791 0.3739 0.94 0.69 0.04
O -0.3281 0.6253 0.6238 -0.06 1.85 -0.49
O -0.0091 -1.0471 -0.7020 0.67 0.00 -3.04
O -0.6001 -1.3530 1.2470 -1.39 -2.59 3.36
C 6.7484 -4.4505 -2.0020 1.02 -1.28 0.41
C 5.5522 -3.8899 -1.1764 0.65 1.28 -3.17
C 5.5536 -2.3270 -1.4485 0.27 -0.20 0.25
C 4.2885 -1.6011 -1.1801 -1.83 -0.23 0.85
C 3.1142 -2.1680 -2.0128 1.62 -0.32 0.74
C 2.8648 -3.6950 -1.7137 -0.97 1.08 -0.79
N 4.2536 -4.4257 -1.7817 -0.10 -8.63 2.22
O 4.2741 -5.8027 -1.8502 -0.81 9.01 -0.27
C 2.0167 -4.2279 -2.8775 -0.11 -0.51 -0.68
C 2.2495 -3.9708 -0.3017 0.97 -1.15 -0.52
C 5.6440 -4.2242 0.2788 0.00 0.58 1.42
H 7.5691 -3.7336 -1.9772 -0.15 0.08 0.10
H 6.7083 -4.8509 -3.0150 -1.22 1.01 -0.53
H 7.1506 -5.3910 -1.6256 -0.06 0.14 1.08
H 5.8079 -2.1385 -2.4915 0.31 -0.27 -0.04
H 6.2851 -1.8128 -0.8252 0.59 -0.64 -0.13
H 4.3928 -0.5165 -1.2096 0.17 0.11 -1.02
H 4.0064 -1.6425 -0.1280 -0.06 -0.65 0.46
H 3.4331 -2.1513 -3.0550 -0.34 0.42 -0.21
H 2.2549 -1.5299 -1.8066 -0.44 -0.64 -0.26
H 2.5296 -4.0045 -3.8130 0.16 -0.21 -0.04
H 1.0316 -3.7883 -3.0337 0.06 0.74 0.75
H 1.7620 -5.2875 -2.8989 0.62 -0.23 0.42
H 2.9928 -3.8022 0.4775 -0.26 0.14 -0.01
H 2.0371 -5.0399 -0.3046 0.06 -0.15 0.25
H 1.3073 -3.4771 -0.0636 0.17 0.60 -0.61
H 6.5770 -3.7418 0.5704 0.17 -0.07 0.08
H 5.6985 -5.2412 0.6671 -0.08 -0.24 -0.85
H 4.8732 -3.7046 0.8481 -0.01 0.08 0.04
C 2.2704 2.7297 -7.5107 -2.43 -0.04 0.30
C 2.2432 1.5315 -6.4628 2.03 0.10 -1.61
C 3.5979 1.6363 -5.7277 -0.88 0.18 1.64
C 3.6360 0.9049 -4.4176 -0.37 -1.57 0.04
C 2.5007 1.2727 -3.5058 -0.79 -0.53 -0.19
C 1.0486 1.0223 -4.1291 0.58 2.13 1.60
N 1.0342 1.4964 -5.5529 -5.91 1.10 -5.64
O -0.1684 1.6835 -6.2210 7.50 -1.13 4.96
C 0.0696 1.9080 -3.3335 -0.40 0.95 0.12
C 0.6495 -0.4116 -4.1246 0.31 -1.77 -0.66
C 2.0796 0.2001 -7.2928 -0.97 -0.62 -0.64
H 2.2251 3.7087 -7.0338 -0.11 -0.13 0.38
H 1.3508 2.5857 -8.0779 -0.06 0.43 -0.14
H 3.0374 2.8546 -8.2751 0.64 -1.10 0.51
H 3.6555 2.6631 -5.3664 0.73 0.46 -1.04
H 4.3914 1.2503 -6.3677 -0.09 0.74 -0.22
H 4.5442 1.0002 -3.8226 0.31 0.21 -0.50
H 3.5290 -0.1528 -4.6582 0.20 -0.43 0.21
H 2.6441 2.2728 -3.0967 -0.45 0.33 -0.40
H 2.6006 0.6277 -2.6328 -0.51 -0.15 0.13
H -0.9915 1.9283 -3.5819 0.04 -0.76 -0.52
H 0.3253 2.9610 -3.4522 0.38 0.06 -0.04
H 0.1076 1.7083 -2.2626 0.36 -0.44 -0.02
H 1.3936 -1.0380 -4.6167 0.02 0.17 -0.59
H -0.2978 -0.5357 -4.6494 -0.05 -0.14 0.17
H 0.6649 -0.9056 -3.1531 -0.56 0.86 0.45
H 2.8277 -0.0842 -8.0328 1.01 0.75 0.59
H 1.2491 0.3047 -7.9910 -0.52 0.26 0.43
H 1.8896 -0.7057 -6.7170 0.06 0.20 0.29
C -3.4017 -0.0487 4.6054 -1.65 0.25 0.18
C -1.9597 -0.2157 5.0660 1.23 0.52 -0.78
C -1.0742 0.7928 4.3020 0.76 0.12 -0.18
C -1.2103 2.2358 4.6923 -1.36 0.59 0.62
C -0.9321 2.5224 6.1822 1.26 -1.38 -2.36
C -1.6491 1.5517 7.1361 1.04 1.34 0.36
N -1.7829 0.1300 6.5255 -4.01 -4.73 6.84
O -2.2004 -0.8388 7.5061 3.14 6.20 -6.87
C -3.0719 2.0681 7.3108 -1.57 -0.37 1.23
C -0.8014 1.5887 8.4695 -0.57 -0.32 -0.52
C -1.4665 -1.6403 4.7845 -0.50 -0.51 1.02
H -3.8039 0.9489 4.4289 0.65 0.55 0.81
H -4.1155 -0.5211 5.2802 0.08 -0.28 -0.09
H -3.5675 -0.4022 3.5878 0.61 -0.91 0.12
H -1.2529 0.7902 3.2268 -0.24 -0.82 -0.05
H -0.0399 0.4718 4.4253 0.30 -0.04 0.04
H -2.2326 2.5389 4.4662 -0.29 0.03 0.07
H -0.6426 2.8802 4.0211 0.47 -0.08 0.24
H -1.0655 3.5959 6.3159 -0.27 -0.32 0.89
H 0.1264 2.2724 6.2543 0.28 0.47 0.38
H -3.1075 3.0486 7.7857 0.78 0.20 -0.15
H -3.5982 1.4749 8.0586 -0.12 -0.39 -0.19
H -3.7141 2.1680 6.4358 0.39 -0.34 -0.24
H -1.0079 2.5381 8.9634 -0.35 -0.04 -0.03
H 0.2598 1.6599 8.2310 -0.04 -0.44 -0.06
H -0.9985 0.7798 9.1731 -0.10 0.06 -0.16
H -1.8324 -1.9032 3.7920 0.48 -0.09 0.03
H -1.8386 -2.3623 5.5114 -0.76 0.10 -0.11
H -0.4011 -1.7995 4.9506 0.26 0.65 -0.59
C -2.1025 3.7643 -0.7098 -0.35 -0.51 0.37
C -3.1981 3.7700 0.4315 0.88 0.07 -0.51
C -3.4504 5.2400 0.7838 -1.86 1.36 -1.37
C -4.9260 5.6159 1.3249 2.07 -1.40 -0.56
C -6.0132 4.9065 0.5337 1.41 1.05 -0.98
C -5.8393 3.4002 0.4101 -2.26 -0.37 0.14
N -4.4621 3.0514 -0.1129 0.93 -5.66 -1.11
O -4.2598 1.9308 -0.8111 -1.42 6.80 3.76
C -6.9609 2.8884 -0.5825 0.48 -0.25 0.49
C -6.2077 2.8469 1.9167 0.54 -1.75 -1.72
C -2.7813 3.0480 1.7465 0.42 -0.65 -0.51
H -1.2957 4.4499 -0.4508 -0.28 0.22 0.30
H -2.5290 4.1198 -1.6478 -0.15 0.11 0.09
H -1.5983 2.8211 -0.9202 -0.40 -0.35 0.35
H -3.2601 5.7780 -0.1449 -0.52 0.21 -0.28
H -2.6236 5.6510 1.3630 -0.21 -0.51 0.70
H -5.1397 6.6804 1.2289 0.48 -0.02 0.53
H -4.8912 5.2243 2.3416 -0.58 0.70 0.30
H -5.9994 5.2464 -0.5018 -0.04 0.55 -0.07
H -6.9638 5.2489 0.9427 -0.22 -0.82 -0.01
H -7.0493 1.8031 -0.6315 0.17 0.01 0.11
H -6.8899 3.2836 -1.5958 0.57 0.08 0.01
H -7.9279 3.2677 -0.2520 0.14 0.02 0.39
H -6.1790 1.7593 1.8509 0.45 -0.22 0.13
H -7.2855 2.9869 1.9992 0.20 0.84 0.16
H -5.6052 3.1671 2.7668 -0.21 0.42 -0.40
H -1.6976 3.1395 1.8187 0.05 0.47 -0.03
H -2.8820 1.9628 1.7299 -0.51 -0.05 -0.09
H -3.2285 3.4958 2.6340 -0.15 -0.08 -0.23
C -5.7469 0.1695 -3.7650 -1.23 0.21 -0.98
N -4.8631 -0.9797 -3.5739 -0.29 -0.62 1.03
C -3.5775 -0.7499 -3.3172 2.73 -1.61 0.48
C -2.7140 -1.8084 -2.9051 -2.47 -0.06 0.06
C -3.3028 -3.1100 -2.7006 2.49 1.00 -0.51
C -4.5821 -3.3509 -3.0898 -1.30 1.90 -0.51
C -5.3555 -2.2115 -3.4901 0.12 -2.37 0.12
C -2.3982 -4.2238 -2.2430 0.23 -1.05 -0.62
C -2.2047 -5.3878 -3.0395 0.72 0.38 1.91
C -1.4204 -6.3997 -2.4512 -1.27 -0.13 -0.73
N -0.9573 -6.3339 -1.1897 1.08 -0.65 -1.34
C -1.0729 -5.2446 -0.4832 -0.03 2.19 0.34
C -1.7213 -4.1541 -1.0189 -1.36 0.54 0.12
C -0.0889 -7.3914 -0.6399 -0.31 -0.98 -0.34
H -5.9907 0.2303 -4.8257 0.46 0.48 -0.16
H -5.3056 1.0721 -3.3424 -0.02 -0.21 -0.27
H -6.7372 -0.0018 -3.3430 0.28 -0.21 0.53
H -3.2396 0.2570 -3.5129 0.12 0.01 0.22
H -1.6639 -1.7176 -2.6696 -0.02 0.62 -0.06
H -4.9989 -4.3465 -3.0525 -0.39 0.10 -0.05
H -6.3873 -2.3799 -3.7612 -0.19 0.32 0.03
H -2.6331 -5.4822 -4.0264 0.06 -0.26 -0.04
H -1.2626 -7.3544 -2.9310 0.08 0.03 -0.26
H -0.5424 -5.2120 0.4571 -0.31 -0.04 0.18
H -1.9046 -3.2615 -0.4392 0.47 0.04 0.34
H -0.5151 -7.6663 0.3249 0.25 -0.29 -0.11
H 0.9559 -7.0918 -0.5569 -0.21 0.42 0.08
H -0.0973 -8.2141 -1.3549 -0.16 -0.21 0.39
C 2.3338 -3.1279 4.5345 -0.27 -0.09 -0.44
N 2.4394 -1.7800 3.9198 0.60 0.07 -0.14
C 2.0922 -1.5609 2.6320 0.21 0.66 -0.11
C 2.3605 -0.3341 2.0546 0.32 -0.25 0.62
C 3.0180 0.6599 2.8114 -1.10 -0.94 -1.49
C 3.2787 0.4337 4.1306 -0.16 0.55 0.07
C 2.9641 -0.7906 4.6495 0.84 -0.28 0.81
C 3.3733 1.9041 2.1535 -1.64 0.78 -1.56
C 4.4710 2.5980 2.4664 2.18 1.45 1.73
C 4.8342 3.8070 1.8647 -0.94 -0.39 -0.80
N 4.0221 4.3240 0.9304 -1.29 -0.68 0.40
C 2.8114 3.7422 0.6276 2.03 -0.85 1.32
C 2.5445 2.5091 1.1945 -1.16 0.79 -1.40
C 4.3160 5.5865 0.2798 0.22 0.57 0.03
H 1.2654 -3.2458 4.7154 0.26 -0.55 0.39
H 2.9799 -3.2166 5.4079 -0.43 0.33 0.15
H 2.7149 -3.8785 3.8420 -0.27 0.13 -0.19
H 1.6313 -2.3465 2.0516 -0.04 -0.16 0.32
H 2.1150 -0.1822 1.0139 -0.06 0.04 -0.01
H 3.6914 1.2454 4.7113 0.15 -0.35 0.46
H 3.2953 -1.0176 5.6521 -0.34 -0.26 0.18
H 5.0212 2.3026 3.3475 0.66 -0.13 -0.25
H 5.7368 4.3582 2.0835 0.08 -0.05 0.15
H 2.1638 4.3142 -0.0204 -0.02 -0.23 -0.11
H 1.6140 2.1228 0.8055 -0.25 -0.71 0.53
H 5.1988 5.9528 0.8039 -0.05 0.56 -0.72
H 3.4569 6.2477 0.3931 0.20 0.15 0.31
H 4.4161 5.4169 -0.7923 0.57 0.06 0.12